[1]
The following is a DFT calculation (the ωB97M-V functional and the def2-TZVPD basis) of a molecular structure, C36H26BF4N4O4S3Ti in a non-equilibrium geometry.

E in eV: -119083.7342
E_HOMO in eV: -4.749
Relative energy (zero: lowest compared OMol25 entry of this formula, charge and spin) in eV: 0.837
Charge: -1

The geometry in XYZ format:
```
79
Properties=species:S:1:pos:R:3:forces:R:3
Ti -0.4732 0.7231 -0.4260 0.2425 -0.4034 0.6976
S 4.4924 -6.7175 -0.5539 -0.0170 0.0676 -0.0832
S 4.0153 1.9778 -1.0299 0.1018 0.0423 -0.0436
S 3.0050 -2.8966 -0.6842 0.1003 -0.1159 -0.1638
F -0.8145 0.4506 -3.4946 0.0103 -0.0387 -0.0156
F 0.5153 -0.3564 -1.7671 -0.0139 0.0968 -0.2707
F 1.3819 -0.0860 -3.9130 -0.0439 0.0114 0.0150
F -0.1708 -1.7484 -3.5071 0.0151 0.0766 0.0314
O -2.2255 0.8808 -0.8803 -0.5194 -0.0672 -0.5332
O 3.7769 -7.7716 -1.2271 0.0311 -0.0467 -0.0117
O 5.9085 -6.9035 -0.3607 0.0294 -0.0417 -0.0228
O -0.6675 1.5930 1.1046 -0.0751 0.7182 0.7545
N -0.3577 -0.8059 2.1818 0.0302 -0.0297 -0.1460
N 1.8506 1.0529 0.0101 0.2429 -0.0671 0.0335
N -1.2327 -1.5268 -0.2372 0.2085 -0.0611 -0.1824
N 4.1688 -5.2692 -1.2146 -0.0496 0.1605 0.0275
C -3.9308 -1.7822 -2.6790 -0.0325 -0.0233 -0.0533
C -4.8789 0.3264 -3.2845 0.0027 -0.0245 -0.0054
C 4.1731 0.8199 0.2440 0.1210 -0.0283 0.0071
C 0.9322 4.6123 -3.0723 -0.0291 -0.0120 0.0039
C -2.1237 -1.9717 -1.0262 -0.1487 0.1413 -0.0433
C -3.0384 -1.1475 -1.8172 0.1240 -0.2715 0.0590
C -0.8732 3.3153 -2.1393 -0.0235 -0.0218 0.0189
C 5.3390 0.3101 0.8074 -0.0263 0.0209 -0.0153
C 2.5945 -4.5677 2.0537 -0.0184 0.0016 0.0651
C 2.9086 0.4395 0.6940 -0.2176 0.0831 -0.0714
C 3.5168 -4.4692 -0.3929 0.0009 -0.1112 0.1832
C 2.9542 -6.6522 3.2331 0.0011 0.0102 -0.0049
C 1.3843 2.7375 -1.6491 0.1499 -0.0218 0.0954
C -4.0051 0.9747 -2.4312 -0.1054 0.0313 -0.0671
C 0.5394 3.9241 3.5936 -0.0051 -0.0022 -0.0322
C 1.8444 3.7893 -2.4372 -0.0069 0.0519 -0.0242
C 0.5803 3.1132 4.7226 -0.0168 -0.0274 -0.0195
C 5.2164 -0.5697 1.8620 -0.0178 -0.0156 0.0126
C -0.1501 1.2327 3.3872 0.0407 -0.1754 0.1594
C -0.6740 -2.2104 2.0067 -0.0133 0.0523 0.0608
C 2.4547 -5.3500 3.1939 0.0144 0.0002 -0.0493
C 2.8042 -0.4435 1.7642 -0.0324 -0.0310 0.0636
C 3.2388 -5.1093 0.9542 -0.0352 0.1386 -0.1145
C 0.0238 2.4708 -1.4951 0.0465 -0.1797 -0.2789
C -3.0720 0.2436 -1.7060 0.2369 0.1979 0.2609
C -0.2176 2.0750 2.2694 -0.0915 -0.3711 -0.3731
C -0.4615 -2.5058 0.5313 -0.0688 0.0668 -0.0505
C 0.2291 1.7782 4.6097 0.0326 0.0155 0.0479
C 3.9547 -0.9305 2.3443 0.0268 -0.0259 -0.0286
C 2.3021 1.8938 -0.8771 -0.2187 0.0326 -0.0462
C 3.7299 -6.3935 1.0097 -0.0205 -0.0878 0.1513
C 0.1352 3.4136 2.3704 0.0307 0.1226 0.1140
C -0.4296 4.3801 -2.9106 0.0279 0.0285 -0.0149
C -4.8462 -1.0596 -3.4203 0.0393 0.0421 0.0424
C -0.4513 -0.2082 3.2861 -0.1008 0.1752 0.0341
C 3.6058 -7.1918 2.1309 -0.0204 0.0399 0.0066
B 0.2182 -0.4514 -3.3111 0.0290 -0.1414 -0.0797
H -1.1475 5.0254 -3.4031 0.0055 -0.0042 -0.0029
H 0.8198 4.9674 3.6669 0.0021 -0.0036 0.0035
H 0.8891 3.5176 5.6771 0.0000 0.0012 -0.0019
H -3.8837 -2.8617 -2.7676 -0.0125 0.0100 -0.0064
H 2.8359 -7.2458 4.1314 -0.0029 0.0075 0.0007
H 0.0827 4.0281 1.4809 0.0017 0.0011 0.0019
H -0.7441 -0.7185 4.2148 -0.0038 0.0094 0.0076
H 6.1048 -0.9934 2.3112 -0.0048 0.0012 0.0014
H -1.7139 -2.4037 2.2902 -0.0070 0.0123 0.0274
H -1.9360 3.1297 -2.0486 0.0046 -0.0071 -0.0065
H -5.5906 0.9088 -3.8567 0.0002 -0.0094 -0.0006
H 2.2284 -3.5487 1.9963 0.0160 -0.0160 -0.0053
H -2.2584 -3.0520 -1.1290 -0.0403 -0.0076 0.0011
H 3.8814 -1.6349 3.1631 0.0015 0.0041 0.0005
H 1.8271 -0.7365 2.1120 0.0629 -0.0105 -0.0189
H -0.7551 -3.5284 0.2790 -0.0093 -0.0138 0.0026
H 0.2652 1.1293 5.4784 0.0068 0.0173 -0.0008
H -4.0181 2.0507 -2.3224 -0.0079 -0.0046 -0.0016
H -5.5242 -1.5625 -4.0961 0.0016 0.0021 -0.0016
H 0.6011 -2.3999 0.2923 0.0098 0.0107 -0.0920
H 1.9550 -4.9465 4.0670 0.0008 -0.0011 0.0038
H 2.9077 3.9690 -2.5503 -0.0064 0.0022 0.0031
H 4.0021 -8.1989 2.1483 0.0014 0.0058 -0.0082
H -0.0309 -2.8515 2.6179 0.0220 0.0054 -0.0037
H 1.2780 5.4308 -3.6906 -0.0012 0.0010 0.0032
H 6.3113 0.5926 0.4262 -0.0086 0.0041 -0.0066
```
Forces are in eV/Å.

---

[2]
The following is a DFT calculation (the ωB97M-V functional and the def2-TZVPD basis) of 2 unconnected molecules or ions with the total composition C3H5ClOS in a non-equilibrium geometry.

E in eV: -28594.2503
E_HOMO (alpha / beta) in eV: -9.279 / -9.664
Relative energy (zero: lowest compared OMol25 entry of this formula, charge and spin) in eV: 2.891
Charge: 0

The geometry in XYZ format:
```
11
Properties=species:S:1:pos:R:3:forces:R:3
Cl -5.0787 0.1880 -0.0807 0.3749 0.1171 0.2605
S -1.4584 -0.5188 0.6012 2.1550 2.9541 -1.6037
O -2.3024 0.7799 0.4102 1.6940 -2.1861 0.5972
C 2.7057 -0.0519 -0.3591 -2.3917 -1.4961 0.7459
C 0.1741 -0.0016 0.0280 -2.1275 0.7007 0.8110
C 1.4590 -0.6306 -0.0461 2.9922 -1.4259 0.3476
H 3.6288 -0.6110 -0.3847 -0.2780 -0.6730 0.1778
H 1.6996 -1.7276 0.2494 -1.4814 1.7471 -0.5690
H 2.9251 0.9513 -0.5298 -0.4394 1.8409 -0.4437
H -3.8180 0.5201 0.3149 -0.8132 -0.2104 -0.4134
H 0.0652 1.1021 -0.2033 0.3151 -1.3683 0.0898
```
Forces are in eV/Å.

---

[3]
The following is a DFT calculation (the ωB97M-V functional and the def2-TZVPD basis) of a molecular structure, C21H28F3GaO4 in a non-equilibrium geometry.

E in eV: -90944.2900
E_HOMO (alpha / beta) in eV: -7.020 / -7.008
Relative energy (zero: lowest compared OMol25 entry of this formula, charge and spin) in eV: 2.416
Charge: 0

The geometry in XYZ format:
```
57
Properties=species:S:1:pos:R:3:forces:R:3
Ga 0.5330 0.4800 -0.1798 -1.5726 1.9461 0.8464
F 3.1507 4.1132 0.6360 -0.4291 -0.1365 -1.0243
F 2.7646 4.9006 -1.3855 -0.2525 -0.6525 0.7087
F 1.1173 4.0725 -0.1900 1.4368 -0.2363 -0.6241
O 3.7785 2.3605 -1.8242 -1.1893 0.4706 0.8133
O 1.9606 1.5984 -0.7250 0.3662 0.2651 -0.1585
O -1.3607 -1.4574 -0.5917 0.5584 0.1101 -0.3890
O 1.6685 -1.0184 -1.3649 -0.6181 0.4139 -0.6494
C 3.4841 -1.8096 -2.7192 0.5783 -0.0999 0.0856
C -2.7592 -1.9543 1.3133 -0.1882 -0.1736 0.2146
C 0.6410 1.1128 2.3357 0.9653 -0.1333 -1.7479
C -0.5476 0.9074 3.0933 -1.7530 0.8173 1.3852
C -0.9660 2.1437 3.6092 0.2012 -2.3788 -0.6631
C 0.9037 2.5274 2.3498 -0.3434 0.8300 0.5348
C 2.4358 3.9148 -0.5169 -0.0452 0.9648 0.1072
C -2.1042 -2.1552 -1.6319 0.1162 -0.1089 0.2019
C -1.6915 -2.4826 0.3726 -0.4038 -0.5679 0.1786
C -0.1044 3.1447 3.1132 1.9889 -0.4118 -1.2053
C -1.7148 3.0938 0.3844 -0.7043 0.3136 1.5177
C 1.8223 -2.4080 -1.1113 -0.1968 -0.7001 1.0441
C 2.8261 -0.5790 -2.1161 0.7142 1.1522 -0.0486
C -2.4910 1.4859 -1.0571 -2.0864 -0.0860 1.3512
C -2.1753 -3.4189 -0.7642 0.3381 0.0528 0.1878
C 2.7351 -3.0160 -2.1538 -0.2900 -0.2732 -0.2959
C -0.5625 -3.0100 1.2069 0.7253 -0.0383 0.5393
C 2.7914 2.5112 -1.1247 0.2600 -0.3290 -0.0289
C -1.4083 2.3939 -0.8136 0.9614 -0.8503 0.1517
C -3.4242 1.6362 0.0057 0.9408 -0.8690 -1.7818
C -2.9211 2.6089 0.9165 1.4367 0.5387 -1.0000
H -0.9101 -3.9598 1.6591 0.2947 0.4972 -0.0702
H 3.3672 -3.7766 -1.6800 0.0349 0.3038 -0.1782
H -0.9859 -0.0573 3.3062 -0.0282 0.0791 0.0411
H -0.6307 2.6597 -1.5193 -0.2573 0.2233 -0.1077
H 1.7692 3.0143 1.9120 -0.4175 -0.2104 0.1961
H 0.8530 -2.9151 -1.0536 0.1901 0.5162 -0.2344
H -0.3449 -2.2805 2.0053 0.0267 -0.3626 -0.0616
H -3.6495 -1.6302 0.7614 0.1304 -0.0622 0.1907
H -3.1459 -3.8797 -0.5855 0.0596 -0.0558 -0.2323
H 3.4702 -1.7759 -3.8047 -0.0240 -0.0946 -0.0354
H -4.3749 1.1138 0.1128 0.3237 0.0670 -0.1155
H 4.5283 -1.8322 -2.3920 -0.1276 0.0177 -0.2296
H 0.3826 -3.1951 0.6730 -0.6940 -0.0819 0.2530
H -1.5276 -2.2484 -2.5497 -0.0243 0.1590 -0.0913
H -1.1516 3.9136 0.8146 0.0324 -0.3213 -0.1871
H -1.8015 2.3109 4.2565 -0.3374 -0.0422 0.1410
H -2.6437 0.9122 -1.9522 0.0835 -0.2431 -0.1003
H -0.2165 4.2062 3.2867 0.1756 -0.0439 0.0493
H 2.1712 -3.5373 -2.9367 -0.0172 0.2146 0.1751
H 1.3891 0.3327 2.1685 0.1227 0.2726 0.6407
H -1.4062 -4.1734 -1.0540 -0.6429 0.4734 0.2793
H -3.0210 -2.7578 2.0328 -0.0392 0.5175 -0.3205
H -3.0660 -1.6682 -1.8152 0.1347 0.0137 -0.0241
H 2.4944 0.1784 -2.8427 0.0760 -0.4555 0.2493
H 2.2829 -2.4279 -0.1232 0.1120 -0.5501 0.1696
H -2.3492 -1.0869 1.8664 -0.2938 -0.3980 -0.3111
H 3.5357 -0.0602 -1.4481 -0.5165 -0.2960 -0.2101
H -3.4004 2.9240 1.8348 0.1086 0.0326 -0.1269
```
Forces are in eV/Å.

---

Look up the E of the first one. -119083.7342 eV